No. 1
Density functional theory data (ωB97M-V with the def2-TZVPD basis set) for a structure of composition C50H39Br2ClI2LaN12O6S3 at a distorted geometry.

Geometry as XYZ:
```
116
Properties=species:S:1:pos:R:3:forces:R:3
La 0.38601 -1.19770 1.91339 -0.1 0.4 1.1
C -7.83967 1.39801 -9.44968 0.1 0.0 0.0
O -6.43052 1.55748 -9.33029 -0.2 0.0 0.0
C -5.86853 1.24530 -8.14420 -0.1 0.0 0.0
C -4.49312 1.44742 -8.05018 0.2 0.0 0.0
C -3.82938 1.15634 -6.88099 0.2 0.1 -0.1
C -4.51647 0.65777 -5.77263 0.1 -0.1 0.2
C -5.88348 0.45488 -5.87846 -0.2 0.0 0.0
C -6.56986 0.74403 -7.05373 0.0 -0.1 0.2
C -3.76019 0.37366 -4.54196 -0.2 0.0 -0.1
N -2.45500 0.42833 -4.43301 0.2 -0.1 0.1
C -2.19289 0.10168 -3.12450 0.6 0.1 -0.3
C -3.33418 -0.14741 -2.43102 -0.6 0.0 0.1
N -4.34594 0.03246 -3.35009 -0.1 -0.1 0.1
C -3.35118 -0.46219 -1.03742 -0.2 0.0 -0.2
C -4.51402 -0.68299 -0.28624 -0.1 0.0 -0.1
C -4.41591 -0.91611 1.05754 -0.1 0.0 0.1
C -3.14591 -0.93242 1.63484 0.0 0.0 0.1
N -2.03341 -0.76295 0.94813 -0.4 0.1 -0.5
C -2.11281 -0.52392 -0.38361 0.1 0.0 0.2
C -0.87556 -0.28760 -1.12318 0.1 0.0 0.3
N 0.30664 -0.32874 -0.44952 -0.2 0.2 -0.6
C 1.42885 -0.05635 -1.10169 -0.2 0.0 0.0
C 1.46248 0.25551 -2.45968 0.1 0.0 -0.1
C 0.28515 0.29023 -3.15153 -0.1 0.1 -0.2
C -0.91716 0.03077 -2.47663 0.0 0.0 -0.3
H -8.09807 1.73587 -10.44651 0.0 0.0 -0.1
H -8.36870 2.00607 -8.71186 0.0 0.0 0.0
H -8.12885 0.35092 -9.33663 0.0 0.0 0.0
H -3.96673 1.83539 -8.91450 0.0 0.0 0.1
H -2.75972 1.31360 -6.80326 -0.1 0.0 0.0
H -6.45377 0.04872 -5.04789 0.0 0.0 -0.1
H -7.63494 0.56714 -7.10725 0.1 0.0 0.0
H -5.33107 -0.06027 -3.18690 -0.1 0.0 0.0
H -5.48546 -0.66180 -0.76882 0.1 0.0 0.0
H -5.28859 -1.08431 1.67438 0.0 0.0 0.0
H -3.04315 -1.08780 2.70423 0.0 -0.1 -0.1
H 2.34074 -0.07849 -0.52829 0.1 -0.1 0.1
H 2.41267 0.47087 -2.93346 -0.1 0.0 0.0
H 0.24450 0.52974 -4.20829 0.0 0.0 0.1
N -1.91788 2.70842 3.84990 -0.1 0.2 0.0
C -2.40001 3.05538 2.59780 0.0 0.0 0.3
C -3.36784 3.97398 2.20198 0.0 0.0 0.0
C -3.54610 4.13008 0.84252 0.0 0.0 0.0
C -2.75669 3.41962 -0.07983 0.0 0.0 0.0
C -1.81016 2.50352 0.33497 0.1 0.0 -0.1
C -1.66955 2.27429 1.70509 0.2 -0.2 -0.1
N -0.79349 1.42889 2.41251 -0.3 0.2 -0.1
C -0.95486 1.77341 3.66464 0.1 0.0 0.1
C -0.07573 1.31841 4.73851 0.0 -0.2 -0.4
C 0.13492 1.90234 5.94170 0.0 0.2 0.3
S 1.35831 1.05428 6.77395 0.1 -0.1 0.2
C 1.51772 -0.02581 5.46510 0.1 0.0 -0.1
N 0.71521 0.22414 4.46883 -0.3 0.0 0.0
H -2.19226 3.11030 4.72869 0.0 0.0 0.0
H -3.93655 4.55540 2.92053 0.1 -0.1 -0.1
H -4.28084 4.83829 0.48084 0.0 0.0 0.0
H -2.87224 3.61845 -1.14011 0.0 0.0 0.1
H -1.14732 2.03130 -0.37760 -0.1 0.0 0.1
H -0.32832 2.78646 6.36622 0.1 -0.2 -0.1
H 2.24232 -0.83787 5.46741 -0.2 0.2 0.0
C -0.84970 -4.75090 2.76366 0.1 -0.1 0.1
C 0.61075 -4.65355 3.10676 0.0 0.0 0.0
C 1.27216 -5.82640 3.51774 -0.1 -0.2 0.0
C 2.57702 -5.76556 3.88195 0.2 0.0 0.1
C 3.26020 -4.52298 3.85899 -0.1 -0.1 0.0
C 4.60423 -4.34921 4.25871 0.0 -0.2 0.0
Br 5.62993 -5.81690 4.86440 0.0 0.0 0.0
C 5.17509 -3.11826 4.23242 0.0 0.2 0.0
C 4.43409 -2.01180 3.78424 0.1 0.1 0.1
Br 5.29834 -0.32822 3.80372 -0.1 0.0 -0.1
C 3.13330 -2.09869 3.32857 -0.1 0.2 -0.1
O 2.44132 -1.09125 2.85192 1.0 -0.6 0.6
C 2.53791 -3.40329 3.40846 -0.3 -0.1 0.0
N 1.21306 -3.49260 3.03506 0.4 0.1 0.0
H -0.95736 -5.40132 1.89537 0.0 -0.1 0.0
H -1.63558 -3.45405 1.55904 -0.1 -0.1 -0.2
H -1.37079 -5.21884 3.59881 -0.1 -0.1 0.1
H 0.72788 -6.76646 3.53462 0.1 0.1 0.0
H 3.10395 -6.65654 4.20239 0.0 0.1 0.0
H 6.20062 -2.98574 4.54541 0.0 0.0 0.0
O 0.54907 -4.80251 0.01750 0.0 0.0 0.1
Cl 0.23352 -3.40587 -0.18693 -0.2 -0.5 -0.6
O -1.24657 -3.21546 -0.05709 0.1 -0.1 -0.2
O 0.54526 -3.04366 -1.58112 -0.3 0.0 -0.1
O -1.42607 -3.49256 2.51239 0.1 0.5 -0.1
I -1.36024 -1.72473 5.06636 -0.3 0.0 0.4
I -3.60101 -3.15244 5.23059 0.1 0.0 0.0
C 6.33996 3.04861 3.42733 -0.1 -0.2 0.0
C 5.24342 3.61527 2.58025 0.1 -0.4 0.2
C 5.22121 4.89132 2.12286 0.1 0.2 0.0
C 4.12833 5.28238 1.32377 -0.3 0.0 -0.2
N 3.13087 4.47465 1.01576 0.1 -0.2 0.1
C 3.13792 3.19373 1.47361 0.1 0.2 -0.1
S 1.91316 2.09784 1.14347 0.1 0.4 0.0
N 4.20966 2.80424 2.24725 0.1 -0.1 0.0
C 4.05522 6.67415 0.77406 0.0 0.0 0.0
H 7.06396 3.82121 3.67655 0.0 0.0 0.0
H 6.85748 2.24341 2.89481 -0.1 0.1 0.1
H 5.93553 2.63253 4.35523 0.0 0.0 -0.1
H 6.02152 5.57736 2.36435 -0.1 0.0 0.0
H 4.20225 1.83301 2.54596 0.0 0.0 0.0
H 4.90599 7.28272 1.07689 0.0 0.0 0.0
H 3.13169 7.14724 1.11020 0.0 0.0 0.0
H 4.01306 6.62752 -0.31495 0.0 0.0 0.0
S 3.36800 -2.48565 0.33546 0.4 0.1 -0.1
C 3.95630 -2.49067 -1.23912 0.2 0.0 -0.3
N 3.08985 -2.74333 -2.26846 0.6 0.1 -0.2
C 3.45681 -2.80466 -3.56131 -0.4 -0.1 0.2
C 4.74923 -2.58928 -3.89854 0.3 0.0 -0.1
C 5.61782 -2.29939 -2.82896 0.0 0.0 0.4
N 5.26156 -2.24505 -1.56068 -0.1 -0.1 -0.2
H 2.11466 -2.87509 -1.99224 -0.4 -0.2 0.0
H 2.67586 -3.03231 -4.27379 -0.1 0.0 0.0
H 5.08870 -2.63844 -4.92233 0.0 0.0 0.1
H 6.66816 -2.09799 -3.03357 -0.1 0.0 0.1
```
Forces are in eV/Å.

Its HOMO energy is -9.411 eV. Its total charge is +1. The lowest unoccupied orbital energy is -3.52 eV. The frontier orbital gap is 5.89 eV. As for the energy relative to the best compared isomer or geometry (same formula, charge and spin): 0.000 eV. The value obtained for the electronic energy is -10467.010864 hartree.


No. 2
Density functional theory data (ωB97M-V with the def2-TZVPD basis set) for a structure of composition C50H39FN8O5Zr at a distorted geometry.

Geometry as XYZ:
```
104
Properties=species:S:1:pos:R:3:forces:R:3
Zr -0.02644 0.60600 -0.60595 1.0 0.2 -0.1
C -0.37498 -4.30655 -6.44537 0.0 0.1 0.0
C -1.55361 -4.30159 -5.48014 0.0 0.0 0.0
C -1.98385 -5.73243 -5.19620 0.0 0.0 0.0
C -3.06655 -5.78757 -4.13608 0.0 0.0 0.0
C -2.56126 -5.14708 -2.87860 0.0 0.0 0.0
C -2.96197 -5.57410 -1.63547 0.0 0.0 0.0
C -2.50517 -4.92874 -0.48773 0.0 0.0 0.0
F -2.92710 -5.38873 0.70161 0.0 0.0 0.0
C -1.66670 -3.85577 -0.54488 0.0 -0.1 0.0
C -1.23747 -3.41024 -1.80337 0.1 0.0 0.0
C -0.39390 -2.22235 -1.86847 0.0 0.0 0.1
O -0.00473 -1.67323 -0.80283 -0.2 0.0 0.0
C -0.10166 -1.74322 -3.16919 -0.1 -0.1 -0.1
C -0.51319 -2.46814 -4.25667 0.1 0.1 0.0
N -1.22002 -3.59876 -4.20677 0.0 -0.1 0.0
C -1.66212 -4.06416 -2.96805 0.0 0.0 0.1
C 0.60841 -0.45376 -3.45283 0.0 -0.1 -0.1
O 0.88016 -0.13068 -4.58888 0.0 -0.1 0.1
O 0.88758 0.27091 -2.39984 -0.1 0.2 0.0
H -0.63396 -4.92979 -7.30095 0.0 0.0 0.0
H 0.50758 -4.73153 -5.96582 0.0 0.0 0.0
H -0.12221 -3.32297 -6.83346 0.0 0.0 0.0
H -2.39478 -3.76064 -5.92503 0.0 0.0 0.0
H -1.11382 -6.31211 -4.87421 0.0 0.0 0.0
H -2.33237 -6.16594 -6.13404 0.0 0.0 0.0
H -3.37350 -6.81441 -3.93794 0.0 0.0 0.0
H -3.95511 -5.25208 -4.48629 0.0 0.0 0.0
H -3.64797 -6.40501 -1.53253 0.0 0.0 0.0
H -1.33771 -3.33792 0.34412 0.0 0.0 0.0
H -0.24543 -2.09203 -5.23264 0.0 0.0 0.0
O -1.18982 0.00847 1.20843 -0.2 0.0 0.1
C -0.17937 -0.27735 1.90057 0.0 0.1 -0.1
N -0.13983 -0.82355 3.11690 0.0 0.0 0.0
C 1.24659 -0.97306 3.54980 0.0 0.1 0.0
C 1.98056 -0.42599 2.27354 0.2 0.1 0.0
O 3.18116 -0.37991 2.13441 -0.1 -0.1 0.0
N 1.03887 -0.01924 1.37533 -0.3 -0.1 -0.1
C 1.54179 -0.12859 4.78964 0.0 0.0 0.0
C 0.59251 -0.05622 5.80466 0.0 0.0 0.0
C 0.84339 0.66806 6.95877 0.0 0.0 0.0
C 2.05382 1.32672 7.11664 0.0 0.0 0.0
C 3.00735 1.24830 6.11536 0.0 0.0 0.0
C 2.75751 0.52359 4.95794 0.0 0.0 0.0
C 1.62157 -2.42758 3.81208 0.0 -0.1 0.0
C 0.64841 -3.39953 4.00907 0.0 0.0 -0.1
C 1.00814 -4.70740 4.30664 0.0 0.0 0.0
C 2.34477 -5.05491 4.40910 0.0 0.0 0.0
C 3.31916 -4.08680 4.21392 0.1 0.0 0.0
C 2.96332 -2.78083 3.92216 0.0 0.0 0.0
H -0.96940 -0.94723 3.66980 0.0 0.0 0.0
H -0.35436 -0.57449 5.71607 0.0 0.0 0.0
H 0.09128 0.71497 7.73524 0.0 0.0 0.0
H 2.25111 1.89537 8.01591 0.0 0.0 0.0
H 3.95600 1.75706 6.22906 0.0 0.0 0.0
H 3.50639 0.47125 4.18035 0.0 0.0 0.0
H -0.40170 -3.15783 3.91647 0.0 0.0 0.0
H 0.23769 -5.45282 4.45423 0.0 0.0 0.0
H 2.62655 -6.07424 4.63871 0.0 0.0 0.0
H 4.36654 -4.34902 4.28971 0.0 0.0 0.0
H 3.72607 -2.03130 3.76568 0.0 0.0 0.0
N -1.96754 0.21989 -1.55038 -0.1 0.0 0.1
C -3.04982 0.34330 -1.09327 0.0 -0.3 0.0
N -4.24768 0.46135 -0.72796 0.0 0.2 -0.2
C -4.66626 0.22537 0.50255 0.0 0.0 0.2
N -5.10548 0.04820 1.55736 0.0 0.0 0.0
N 5.83299 3.56882 0.03937 0.0 0.0 0.0
C 4.59566 3.00699 -0.09608 -0.1 -0.1 0.0
C 4.43776 1.68857 -0.53499 -0.1 0.0 0.0
C 3.16997 1.17853 -0.67970 0.1 0.0 0.0
N 2.05336 1.87747 -0.44365 -0.2 -0.1 0.0
C 2.20531 3.14096 -0.02652 0.1 0.0 0.0
C 3.43063 3.73683 0.16187 0.0 0.0 0.0
H 6.63249 2.96147 0.07178 0.0 0.0 0.0
H 5.91516 4.42349 0.56073 0.0 0.0 0.0
H 5.29395 1.06197 -0.74402 0.0 0.0 0.0
H 3.03655 0.15386 -1.00373 0.0 0.0 0.0
H 1.29867 3.70314 0.14628 0.0 0.0 0.0
H 3.47669 4.76506 0.49524 0.0 0.0 0.0
C -0.97621 7.42755 -3.21197 0.0 0.0 0.0
C -0.76452 6.41459 -4.13473 0.0 0.0 0.0
C -0.58940 5.10947 -3.70337 0.0 0.0 0.0
C -0.64235 4.78025 -2.34710 0.0 0.0 -0.1
C -0.83712 5.81503 -1.42815 0.0 0.0 0.0
C -1.00310 7.12171 -1.85845 0.0 0.0 0.0
C -0.41734 3.36985 -1.96243 -0.2 0.0 0.2
C -0.78387 2.72115 -0.84379 0.2 0.0 -0.1
C -1.63854 3.27747 0.22367 -0.1 0.0 0.0
C -1.19189 3.31280 1.54713 0.0 0.0 0.0
C -2.01603 3.76190 2.56968 0.0 0.0 0.0
C -3.31673 4.15228 2.29291 0.0 0.0 0.0
C -3.78534 4.09186 0.98672 0.0 0.0 0.0
C -2.95796 3.66325 -0.03646 0.1 0.0 0.0
H -1.10943 8.44958 -3.54307 0.0 0.0 0.0
H -0.72943 6.64050 -5.19307 0.0 0.0 0.0
H -0.41200 4.32161 -4.42630 0.0 0.0 0.0
H -0.85358 5.60039 -0.36929 0.0 0.0 0.0
H -1.15236 7.90772 -1.12876 0.0 0.0 0.0
H 0.12248 2.80559 -2.72439 0.1 0.1 0.0
H -0.18239 2.98617 1.78612 0.0 0.0 0.0
H -1.64284 3.78717 3.58615 0.0 0.0 0.0
H -3.97008 4.47949 3.09093 0.0 0.0 0.0
H -4.80703 4.37257 0.76487 0.0 0.0 0.0
H -3.32756 3.61354 -1.05338 0.0 0.0 0.0
```
Forces are in eV/Å.

Its HOMO energy is -7.368 eV. The lowest unoccupied orbital energy is -0.41 eV. The frontier orbital gap is 6.96 eV. As for the energy relative to the best compared isomer or geometry (same formula, charge and spin): 0.664 eV. The value obtained for the electronic energy is -2890.187009 hartree.